Record 1
C29H40As2CoN2OS4SeSi | the ωB97M-V functional and the def2-TZVPD basis

As for the expectation value of S²: 6.0291. The total charge is -1. The spin multiplicity is 5.

Each line ends with the Mulliken charge.
Atoms and positions in Å:
Co -0.54 -1.26 0.44  1.067
O -4.73 1.94 5.03  -0.594
C -4.02 1.33 4.28  0.611
S -4.55 -0.06 3.33  -0.168
C -3.02 -0.38 2.51  0.091
C -1.97 0.47 2.84  -0.194
S -0.39 0.38 2.23  -0.379
S -2.32 1.74 3.99  -0.096
S -2.92 -1.65 1.43  -0.274
C 1.39 -3.26 -1.97  -0.296
Si 0.27 -4.20 -0.79  -0.066
C 1.19 -5.75 -0.22  -1.276
C -1.24 -4.73 -1.80  -1.240
N -0.10 -3.20 0.57  0.641
C -0.55 -3.78 1.75  -0.375
C -1.37 -4.92 1.78  0.258
C -1.82 -5.46 2.98  -0.723
C -1.48 -4.88 4.19  -0.560
C -0.67 -3.75 4.18  -0.914
C -0.21 -3.22 2.99  0.200
H 2.42 -3.20 -1.60  0.343
H 1.02 -2.25 -2.15  -0.660
H 1.42 -3.77 -2.94  0.512
H 2.08 -5.92 -0.83  0.412
H 0.56 -6.65 -0.30  0.353
H 1.50 -5.67 0.82  0.305
H -0.98 -4.82 -2.86  0.374
H -2.04 -3.99 -1.72  0.285
H -1.64 -5.70 -1.47  0.416
H -1.69 -5.37 0.85  0.262
H -2.46 -6.33 2.96  0.379
H -1.85 -5.29 5.12  0.351
H -0.40 -3.27 5.12  0.395
H 0.42 -2.34 3.00  0.234
Se -1.78 -0.78 -1.59  -0.338
C -0.62 -0.50 -3.08  -0.502
C 0.43 0.41 -3.09  1.253
C 1.22 0.54 -4.22  -0.641
N 1.04 -0.15 -5.34  -0.688
C 0.03 -1.02 -5.33  -0.444
C -0.82 -1.23 -4.26  -0.351
H 0.64 1.00 -2.20  -0.525
H 2.04 1.25 -4.22  0.398
H -0.11 -1.59 -6.25  0.361
H -1.61 -1.96 -4.32  0.442
C 0.94 3.98 -1.68  -1.416
As -0.11 2.74 -0.57  0.482
C -1.82 3.07 -1.47  -1.318
C -0.44 3.88 1.04  -1.102
C -0.45 5.35 0.80  0.258
C -1.63 6.02 0.50  -0.217
C -1.63 7.38 0.24  -0.701
C -0.44 8.10 0.27  -0.415
C 0.74 7.44 0.57  -0.691
C 0.73 6.08 0.83  -0.130
H 0.48 4.96 -1.75  0.435
H 1.01 3.54 -2.68  0.437
H 1.95 4.08 -1.29  0.329
H -2.04 4.14 -1.50  0.473
H -2.61 2.53 -0.94  0.298
H -1.76 2.68 -2.48  0.394
H 0.31 3.60 1.78  0.552
H -1.40 3.53 1.41  0.294
H -2.57 5.47 0.49  0.437
H -2.56 7.89 0.02  0.371
H -0.44 9.16 0.06  0.379
H 1.67 7.99 0.60  0.388
H 1.66 5.57 1.06  0.380
C 2.79 0.87 1.31  -1.004
As 2.12 -0.59 0.19  0.912
C 3.11 -2.02 1.09  -1.122
C 3.33 -0.26 -1.32  -1.325
H 3.88 0.90 1.24  0.468
H 2.50 0.70 2.35  0.368
H 2.37 1.82 0.98  0.083
H 4.16 -1.74 1.19  0.522
H 3.02 -2.95 0.54  0.195
H 2.68 -2.16 2.08  0.251
H 4.36 -0.33 -0.97  0.487
H 3.14 0.75 -1.69  0.289
H 3.16 -0.97 -2.12  0.319

Record 2
C29H40BN9PbS2 | the ωB97M-V functional and the def2-TZVPD basis

The total charge is -2.

Each line ends with the Mulliken charge.
Atoms and positions in Å:
Pb -0.19 -0.53 0.88  1.308
C -1.39 3.10 3.79  -1.290
C -0.62 2.10 3.19  -0.325
N -1.13 1.72 2.03  0.656
N -2.25 2.47 1.84  -0.324
C -2.42 3.30 2.89  -0.207
B -3.26 2.43 0.66  0.354
N -2.57 2.56 -0.71  0.100
C -2.59 3.64 -1.52  -0.330
C -1.86 3.34 -2.65  -1.231
C -1.41 2.03 -2.43  -0.138
N -1.85 1.58 -1.27  0.114
N -4.10 1.13 0.72  -0.057
C -5.43 1.02 0.58  -0.301
C -5.76 -0.32 0.72  -1.118
C -4.53 -0.95 0.96  -0.253
N -3.55 -0.06 0.95  0.095
H -1.23 3.61 4.72  0.380
H 0.29 1.64 3.55  0.401
H -3.26 3.97 2.93  0.400
H -4.01 3.37 0.78  -0.252
H -3.13 4.53 -1.25  0.407
H -1.66 3.98 -3.50  0.386
H -0.77 1.41 -3.04  0.360
H -6.06 1.88 0.39  0.410
H -6.75 -0.76 0.67  0.365
H -4.32 -1.99 1.14  0.426
C 2.36 -1.60 5.10  -1.773
C 1.37 -1.58 3.95  0.635
S 1.81 -0.45 2.66  -0.464
C 0.28 -2.36 3.96  0.350
C -0.07 -3.26 5.12  -1.502
S -0.92 -2.46 2.66  -0.593
H 3.20 -0.95 4.85  0.402
H 2.75 -2.61 5.27  0.329
H 1.91 -1.25 6.03  0.321
H 0.70 -3.26 5.90  0.411
H -0.22 -4.28 4.78  0.260
H -1.02 -2.93 5.57  0.243
C -1.60 -4.77 -0.23  -0.987
C -1.87 -3.79 -1.32  0.241
N -1.78 -2.49 -1.25  0.244
C -2.07 -2.00 -2.50  -0.217
C -2.35 -3.03 -3.35  -0.691
N -2.22 -4.17 -2.59  -0.007
H -1.39 -4.23 0.69  -0.148
H -0.73 -5.38 -0.48  0.307
H -2.45 -5.43 -0.08  0.446
H -2.07 -0.94 -2.68  0.110
H -2.61 -3.07 -4.39  0.411
H -2.35 -5.11 -2.91  0.159
C 1.50 4.39 -0.14  -1.477
C 2.18 3.27 -0.88  0.292
C 3.17 3.54 -1.84  -0.892
C 3.76 2.47 -2.51  0.172
C 4.83 2.73 -3.54  -1.681
C 3.37 1.16 -2.24  -0.391
C 2.37 0.83 -1.27  0.309
C 1.81 1.97 -0.62  0.162
N 1.91 -0.38 -0.94  0.814
C 2.47 -1.60 -1.48  1.732
C 2.19 -1.76 -3.00  -1.612
C 1.78 -2.78 -0.78  -1.730
C 3.98 -1.77 -1.21  -1.766
H 1.99 5.35 -0.34  0.363
H 1.51 4.21 0.93  0.301
H 0.45 4.47 -0.45  0.188
H 3.47 4.56 -2.05  0.142
H 5.03 3.80 -3.62  0.364
H 4.52 2.37 -4.53  0.313
H 5.76 2.23 -3.28  0.315
H 3.87 0.39 -2.81  0.524
H 1.05 1.80 0.13  0.016
H 1.11 -1.74 -3.17  0.241
H 2.58 -2.72 -3.36  0.460
H 2.65 -0.96 -3.58  0.294
H 0.70 -2.69 -0.90  -0.151
H 2.01 -2.76 0.29  0.203
H 2.11 -3.73 -1.20  0.550
H 4.57 -0.99 -1.68  0.363
H 4.32 -2.74 -1.58  0.457
H 4.14 -1.72 -0.13  0.307

Record 3
C29H40Br2N2O5 | the ωB97M-V functional and the def2-TZVPD basis

The total charge is 0.

Each line ends with the Mulliken charge.
Atoms and positions in Å:
C -0.77 -0.27 2.66  -1.093
C -1.33 -0.34 1.44  -0.876
C -1.41 0.76 0.45  0.911
C -2.65 1.24 0.01  0.252
C -3.93 0.67 0.57  -1.137
C -5.01 0.36 -0.49  -0.865
C -4.46 -0.27 -1.77  0.744
C -5.52 -1.02 -2.58  -0.685
O -5.06 -2.34 -2.88  -0.544
C -2.72 2.22 -0.96  -0.527
C -1.59 2.78 -1.56  -0.261
C -1.75 3.81 -2.65  -1.024
C -2.81 3.41 -3.70  -0.742
C -2.20 2.47 -4.74  -0.023
C -3.29 1.69 -5.49  -1.352
C -0.36 2.30 -1.11  0.739
C -0.25 1.30 -0.12  0.802
C 1.14 0.86 0.21  -0.379
O 1.54 0.56 1.31  -0.489
C 2.09 0.85 -0.94  -0.258
C 1.98 1.78 -1.89  0.163
C 2.83 1.85 -3.09  -0.587
Br 4.18 3.17 -3.17  -0.078
C 2.68 1.04 -4.14  0.400
C 3.50 1.08 -5.40  -1.459
Br 1.29 -0.27 -4.13  -0.170
C 0.91 2.82 -1.71  0.289
O 1.10 3.97 -2.02  -0.611
H -0.10 -1.07 2.97  0.238
H -0.96 0.51 3.39  0.277
H -1.78 -1.29 1.13  0.538
H -3.73 -0.27 1.09  0.377
H -4.34 1.35 1.32  0.311
H -5.62 1.23 -0.71  0.315
H -5.68 -0.38 -0.04  0.572
H -4.04 0.49 -2.43  -0.471
H -3.64 -0.96 -1.57  0.239
H -5.71 -0.51 -3.53  0.382
H -6.47 -1.09 -2.04  0.264
H -5.22 -2.53 -3.81  0.305
H -3.70 2.57 -1.28  0.870
H -1.97 4.80 -2.23  0.431
H -0.81 3.91 -3.20  0.270
H -3.65 2.92 -3.21  0.376
H -3.17 4.32 -4.18  0.399
H -1.55 1.74 -4.24  0.043
H -1.59 3.03 -5.46  0.469
H -3.60 0.83 -4.89  0.240
H -2.89 1.30 -6.43  0.412
H -4.14 2.34 -5.70  0.294
H 2.83 0.07 -0.99  0.531
H 3.36 2.06 -5.86  0.369
H 3.12 0.36 -6.11  0.410
H 4.55 0.92 -5.17  0.354
C 5.16 0.29 5.67  -0.797
N 3.78 0.21 6.12  -0.139
C 2.69 -0.18 5.40  0.704
C 2.91 -0.59 3.96  -0.524
O 1.58 -0.20 5.92  -0.680
H 5.79 -0.35 6.29  0.272
H 5.52 1.32 5.77  0.277
H 5.25 -0.01 4.64  0.311
H 3.57 0.47 7.07  0.235
H 1.96 -0.87 3.52  -0.485
H 3.32 0.24 3.38  0.520
H 3.59 -1.44 3.91  0.351
C 3.03 -5.25 5.68  -0.935
N 2.70 -4.36 4.59  -0.088
C 2.90 -4.55 3.26  0.910
C 3.57 -5.84 2.83  -1.419
O 2.56 -3.70 2.45  -0.595
H 2.13 -5.53 6.23  0.301
H 3.72 -4.75 6.37  0.286
H 3.51 -6.15 5.32  0.354
H 2.24 -3.49 4.81  0.161
H 3.66 -5.83 1.75  0.297
H 4.56 -5.92 3.26  0.357
H 2.97 -6.70 3.13  0.373

Record 4
C29H40CoGeN3O4 | the ωB97M-V functional and the def2-TZVPD basis

As for the expectation value of S²: 3.7787. The total charge is +1. The spin multiplicity is 4.

Each line ends with the Mulliken charge.
Atoms and positions in Å:
Co -0.45 1.06 -0.78  0.171
O 2.10 2.60 -3.58  -0.471
C 1.32 2.28 -2.56  0.100
O 0.92 1.12 -2.39  -0.498
C 0.92 3.37 -1.71  0.319
C 1.31 4.71 -1.83  -0.703
C 0.86 5.62 -0.91  -1.056
C 0.04 5.17 0.15  -0.784
C -0.32 3.86 0.20  1.059
N 0.10 2.97 -0.71  1.327
C -1.14 3.21 1.29  -0.034
O -1.63 3.93 2.29  -0.498
O -1.32 2.02 1.27  -0.291
H 2.27 1.78 -4.07  0.392
H 1.95 5.01 -2.66  0.591
H 1.14 6.67 -0.98  0.441
H -0.28 5.88 0.91  0.388
H -1.49 4.88 2.13  0.306
C 4.09 -1.92 3.85  -1.538
C 2.78 -1.23 4.28  1.961
C 3.10 -0.14 5.31  -1.940
C 1.85 -2.26 4.93  -1.711
C 2.14 -0.65 3.02  0.853
C 2.25 0.69 2.70  -0.692
C 1.64 1.17 1.55  -0.868
N 0.96 0.40 0.71  -0.345
C 0.89 -0.91 0.97  -0.474
C 1.44 -1.46 2.11  0.094
C 0.15 -1.71 -0.06  -0.464
C 0.30 -3.07 -0.20  0.030
C -0.40 -3.77 -1.19  0.620
C -1.24 -3.02 -1.99  -0.637
C -1.34 -1.65 -1.81  -0.834
N -0.67 -0.99 -0.87  -0.084
C -0.25 -5.29 -1.32  1.976
C -0.81 -5.95 -0.05  -1.512
C 1.24 -5.64 -1.46  -1.606
C -1.00 -5.82 -2.54  -2.083
H 4.58 -2.35 4.73  0.408
H 4.79 -1.20 3.40  0.375
H 3.91 -2.72 3.13  0.351
H 3.49 -0.61 6.21  0.436
H 2.21 0.43 5.58  0.423
H 3.87 0.55 4.95  0.371
H 2.28 -2.59 5.88  0.467
H 1.72 -3.16 4.31  0.356
H 0.86 -1.85 5.13  0.383
H 2.77 1.39 3.34  0.366
H 1.69 2.23 1.30  0.426
H 1.31 -2.52 2.31  0.376
H 0.99 -3.59 0.46  0.346
H -1.83 -3.48 -2.78  0.500
H -1.99 -1.06 -2.43  0.455
H -0.27 -5.63 0.84  0.322
H -0.71 -7.04 -0.13  0.425
H -1.87 -5.71 0.09  0.382
H 1.82 -5.36 -0.58  0.321
H 1.69 -5.15 -2.34  0.370
H 1.34 -6.72 -1.60  0.460
H -2.08 -5.68 -2.45  0.400
H -0.82 -6.90 -2.63  0.422
H -0.67 -5.35 -3.47  0.437
C -4.63 2.53 -3.20  -1.344
Ge -3.09 3.13 -2.20  0.631
C -1.97 4.19 -3.37  -1.082
C -3.77 4.23 -0.75  -1.275
C -2.22 1.47 -1.66  -1.173
H -5.17 3.38 -3.63  0.384
H -5.32 1.98 -2.55  0.366
H -4.32 1.87 -4.02  0.355
H -2.58 4.95 -3.85  0.462
H -1.53 3.55 -4.14  0.294
H -1.17 4.69 -2.82  0.263
H -4.69 4.72 -1.09  0.450
H -3.06 5.02 -0.47  0.323
H -4.02 3.63 0.13  0.375
H -2.08 0.93 -2.61  0.233
H -2.88 0.88 -1.02  0.655

Computed calculated total energy, in the same sequence as the records: -11451.9726; -2636.0907; -6762.7024; -5053.8421 hartree.